Record 1
Here is 17 unconnected molecules or ions with the total composition C41H69Cl10N11O4 in a non-equilibrium geometry from OMol25. Energies are from wB97M-V/def2-TZVPD.

Values from the calculation:
Frontier orbital gap in eV: 9.16
HOMO level in eV: -9.0

The geometry in XYZ format:
```
135
Properties=species:S:1:pos:R:3:mulliken_charge:R:1
N 16.287 -8.352 16.914 1.58
H 16.803 -7.999 17.785 -0.42
H 16.171 -7.471 16.293 0.23
H 15.384 -8.848 17.111 -0.28
H 16.949 -8.997 16.437 0.23
N 15.048 -7.660 21.143 0.17
H 14.546 -6.806 21.290 0.43
H 16.054 -7.353 21.005 0.03
H 14.665 -8.000 20.231 -0.23
H 14.957 -8.436 21.843 0.60
Cl 13.437 -8.729 18.470 -0.76
Cl 17.718 -6.721 19.185 -0.39
C 15.496 -2.240 18.757 0.03
O 15.814 -1.083 19.000 -0.65
N 15.723 -2.852 17.608 0.18
C 15.489 -4.300 17.449 -0.94
C 16.555 -2.352 16.529 -0.80
H 15.019 -2.888 19.499 0.44
H 14.455 -4.574 17.755 0.51
H 16.202 -4.934 17.947 0.32
H 15.451 -4.508 16.396 0.11
H 15.940 -2.223 15.628 0.30
H 17.125 -1.434 16.804 0.32
H 17.349 -3.099 16.330 0.19
C 19.764 -5.908 16.092 0.13
O 19.807 -6.310 14.972 -0.75
N 20.704 -5.184 16.802 0.32
C 20.399 -4.698 18.101 -0.43
C 21.909 -4.848 16.103 -0.96
H 18.959 -6.058 16.763 0.51
H 19.356 -4.822 18.293 -0.22
H 20.454 -3.575 18.159 0.37
H 20.925 -5.212 18.895 0.11
H 22.246 -3.869 16.355 0.37
H 22.712 -5.548 16.258 0.24
H 21.734 -5.009 15.003 0.27
C 15.032 -12.318 19.313 0.08
O 14.398 -13.337 19.079 -0.70
N 16.151 -12.219 20.135 0.62
C 17.116 -11.020 19.819 -0.68
C 16.745 -13.292 20.798 -1.20
H 14.711 -11.386 18.981 0.39
H 17.753 -10.807 20.685 0.36
H 16.455 -10.243 19.531 -0.10
H 17.793 -11.384 19.012 0.38
H 15.965 -13.967 21.182 0.36
H 17.349 -13.922 20.156 0.33
H 17.247 -12.989 21.737 0.31
C 14.083 -11.499 15.866 -0.28
O 15.080 -11.365 15.209 -0.58
N 13.007 -10.681 15.839 0.35
C 11.845 -10.964 16.687 -0.87
C 12.970 -9.520 15.001 -0.23
H 13.919 -12.348 16.540 0.50
H 12.093 -11.431 17.661 0.26
H 11.235 -11.702 16.162 0.41
H 11.217 -10.094 16.776 0.21
H 12.111 -9.506 14.327 0.33
H 12.898 -8.605 15.567 -0.19
H 13.983 -9.453 14.507 0.11
C 19.107 -6.528 22.177 0.79
Cl 20.618 -6.408 23.111 -0.20
Cl 17.989 -7.504 23.116 -0.19
H 18.768 -5.474 22.055 -0.39
H 19.268 -7.048 21.230 -0.16
C 20.329 -10.181 13.340 0.24
Cl 19.410 -11.537 12.581 -0.19
Cl 21.769 -10.749 14.214 -0.17
H 20.632 -9.450 12.679 0.44
H 19.676 -9.667 14.048 -0.34
C 10.786 -6.860 17.717 0.49
Cl 10.211 -7.051 16.041 -0.21
Cl 10.073 -5.457 18.369 -0.18
H 10.385 -7.701 18.243 0.17
H 11.891 -6.824 17.661 -0.31
C 18.094 -2.706 21.046 0.19
Cl 19.773 -3.255 21.261 -0.15
Cl 16.949 -3.294 22.338 -0.18
H 18.122 -1.641 21.061 0.43
H 17.817 -3.157 20.044 -0.33
N 15.604 -6.542 14.694 0.14
C 14.330 -6.370 14.356 -0.26
C 13.949 -5.527 13.270 -0.90
C 14.985 -4.911 12.528 -0.44
C 16.327 -5.126 12.849 -1.02
C 16.560 -5.954 13.963 -0.69
H 13.565 -7.008 14.824 0.10
H 12.938 -5.359 13.114 0.70
H 14.660 -4.161 11.782 0.42
H 17.157 -4.818 12.264 0.60
H 17.536 -6.202 14.321 0.72
N 18.677 -10.051 16.113 -0.12
C 18.597 -11.396 16.013 -0.61
C 19.395 -12.238 16.710 -0.69
C 20.402 -11.652 17.552 -0.29
C 20.415 -10.332 17.795 -0.64
C 19.520 -9.568 17.031 0.58
H 17.850 -11.761 15.338 0.58
H 19.194 -13.316 16.702 0.43
H 21.032 -12.405 18.027 0.39
H 21.253 -9.883 18.294 0.09
H 19.501 -8.496 17.205 0.20
N 16.507 -7.369 10.049 -0.54
C 15.286 -7.352 9.471 -0.33
C 14.250 -8.164 9.827 -0.44
C 14.430 -9.038 10.896 -0.18
C 15.645 -9.106 11.501 -0.33
C 16.659 -8.233 11.037 -0.38
H 15.238 -6.711 8.590 0.39
H 13.245 -8.009 9.442 0.37
H 13.610 -9.632 11.301 0.39
H 15.871 -9.877 12.254 0.41
H 17.667 -8.182 11.449 0.64
N 24.865 -9.271 18.612 -0.60
C 23.915 -8.669 17.950 -0.33
C 22.823 -7.973 18.530 -0.26
C 22.766 -7.815 19.900 -0.13
C 23.774 -8.420 20.604 -0.43
C 24.759 -9.115 19.929 -0.29
H 24.019 -8.763 16.874 0.48
H 22.086 -7.473 17.847 0.42
H 22.095 -7.229 20.498 0.44
H 23.863 -8.392 21.713 0.33
H 25.521 -9.636 20.497 0.35
N 14.774 -10.068 22.488 -0.29
C 15.334 -10.565 23.532 -0.26
C 14.922 -11.753 24.101 -0.74
C 13.898 -12.416 23.485 -0.16
C 13.237 -11.880 22.407 -0.82
C 13.777 -10.711 21.889 -0.02
H 16.098 -9.977 24.037 0.30
H 15.332 -12.160 24.994 0.46
H 13.510 -13.297 23.973 0.40
H 12.403 -12.441 22.010 0.41
H 13.321 -10.281 21.005 0.42
```

Record 2
Here is 14 unconnected molecules or ions with the total composition C81H186O42 in a non-equilibrium geometry from OMol25. Energies are from wB97M-V/def2-TZVPD.

Values from the calculation:
Frontier orbital gap in eV: 9.10
HOMO level in eV: -8.8

The geometry in XYZ format:
```
309
Properties=species:S:1:pos:R:3:mulliken_charge:R:1
C 11.115 27.562 24.080 -0.85
O 12.106 27.042 23.254 -0.24
C 11.588 26.654 21.986 -0.58
C 12.741 25.920 21.214 0.29
O 13.012 24.661 21.843 -0.48
C 13.923 23.922 21.095 1.62
C 13.291 22.966 20.086 -0.06
O 13.049 23.500 18.800 -0.24
C 12.345 22.626 17.953 -0.63
H 10.828 28.570 23.681 0.31
H 11.515 27.773 25.105 0.25
H 10.186 26.951 24.247 0.32
H 11.328 27.525 21.352 0.17
H 10.747 25.963 22.046 0.55
H 13.595 26.608 21.013 -0.34
H 12.347 25.626 20.211 0.36
H 14.501 23.237 21.761 -0.88
H 14.643 24.595 20.613 -0.79
H 12.382 22.496 20.490 1.03
H 13.908 22.090 20.055 -0.40
H 11.341 22.456 18.358 0.31
H 12.849 21.644 17.819 -0.16
H 12.289 23.031 16.957 0.43
C 21.360 17.265 18.256 -0.99
O 20.066 17.538 17.850 0.76
C 19.280 16.364 17.631 -0.60
C 18.492 15.802 18.868 0.95
O 19.404 15.507 20.000 -0.47
C 18.818 15.145 21.182 0.35
C 18.191 13.713 21.333 -1.12
O 17.067 13.581 20.521 0.24
C 16.562 12.214 20.440 -0.93
H 21.407 16.402 18.928 0.13
H 21.847 18.084 18.748 0.30
H 22.035 17.066 17.415 0.15
H 19.888 15.531 17.320 0.35
H 18.600 16.597 16.807 -0.53
H 18.049 14.826 18.574 0.00
H 17.711 16.439 19.209 -0.29
H 17.982 15.834 21.455 -0.40
H 19.586 15.233 21.963 0.61
H 17.770 13.637 22.356 0.43
H 18.929 12.931 21.179 0.43
H 15.594 12.261 19.953 0.08
H 16.424 11.777 21.451 0.41
H 17.282 11.577 19.907 0.34
C 16.463 27.420 21.739 -0.20
O 15.615 28.433 22.206 0.08
C 16.358 29.631 22.597 -0.85
C 15.435 30.609 23.249 -0.70
O 14.686 31.424 22.337 -0.51
C 13.703 30.790 21.540 -0.09
C 12.580 30.039 22.300 -0.76
O 11.902 30.797 23.301 -0.36
C 11.356 32.026 22.864 -0.85
H 17.189 27.107 22.530 0.44
H 17.106 27.789 20.904 0.37
H 15.939 26.469 21.531 -0.59
H 16.729 29.971 21.631 0.43
H 17.256 29.430 23.202 0.52
H 15.937 31.359 23.810 0.48
H 14.770 30.077 23.955 0.21
H 14.204 30.057 20.907 0.09
H 13.264 31.583 20.911 0.42
H 12.957 29.158 22.784 0.33
H 11.912 29.788 21.522 0.62
H 10.629 32.315 23.609 0.28
H 10.989 32.007 21.856 0.36
H 12.134 32.799 22.834 0.25
C 13.988 20.395 14.120 -0.78
O 15.118 20.844 14.839 0.09
C 16.229 21.098 13.976 -1.40
C 17.515 21.387 14.766 0.35
O 18.274 20.217 15.073 0.79
C 19.500 20.605 15.616 1.75
C 20.721 20.400 14.722 -1.71
O 20.824 21.381 13.663 -0.26
C 21.985 21.298 12.901 -0.82
H 14.197 19.473 13.609 0.31
H 13.739 21.149 13.330 0.38
H 13.120 20.127 14.758 -0.11
H 16.017 21.925 13.336 0.50
H 16.444 20.261 13.353 0.35
H 17.159 21.898 15.702 -0.26
H 18.115 22.109 14.181 0.32
H 19.675 19.976 16.516 -1.14
H 19.493 21.640 15.973 -0.26
H 20.780 19.397 14.274 0.36
H 21.618 20.567 15.292 0.72
H 21.922 20.506 12.125 0.21
H 22.840 21.012 13.533 0.34
H 22.091 22.342 12.527 0.25
C 13.908 28.149 18.365 -0.93
O 13.944 29.592 18.428 0.12
C 14.900 30.122 17.526 -0.52
C 14.674 31.624 17.431 -0.65
O 13.441 31.846 16.734 -0.43
C 12.369 32.060 17.585 0.05
C 11.205 32.367 16.725 -0.66
O 10.024 32.332 17.467 -0.24
C 8.843 32.480 16.763 -0.74
H 13.103 27.821 19.006 0.05
H 14.868 27.724 18.588 0.29
H 13.747 27.899 17.313 0.55
H 14.828 29.579 16.561 0.40
H 15.914 29.807 17.885 0.33
H 15.487 32.146 16.962 0.44
H 14.658 32.052 18.472 0.20
H 12.544 32.891 18.188 0.27
H 12.149 31.189 18.246 0.13
H 11.115 31.613 15.858 0.29
H 11.414 33.317 16.288 0.33
H 8.014 32.520 17.500 0.21
H 8.724 31.672 16.027 0.30
H 8.935 33.477 16.282 0.30
C 21.095 18.666 21.442 -0.51
O 21.412 19.678 20.480 -0.55
C 20.192 20.181 20.014 0.88
C 20.464 21.159 18.844 0.18
O 20.824 22.435 19.345 0.18
C 21.893 23.122 18.789 -1.21
C 21.373 24.117 17.817 0.01
O 20.762 23.550 16.633 -0.05
C 20.124 24.563 15.908 -0.57
H 22.002 18.149 21.797 0.25
H 20.390 17.989 21.006 -0.02
H 20.561 19.078 22.320 0.32
H 19.744 20.818 20.840 0.12
H 19.386 19.437 19.787 -0.56
H 19.595 21.174 18.202 -0.83
H 21.299 20.708 18.268 0.49
H 22.662 22.492 18.305 0.43
H 22.511 23.639 19.540 0.49
H 22.242 24.765 17.540 0.47
H 20.594 24.655 18.340 -0.20
H 19.404 25.099 16.573 0.12
H 19.614 24.089 15.059 0.07
H 20.946 25.205 15.474 0.34
C 12.336 19.817 23.837 -0.53
O 12.596 20.074 22.500 -0.23
C 12.562 18.938 21.631 0.42
C 11.776 19.201 20.377 1.91
O 10.426 19.481 20.593 -0.80
C 9.719 19.720 19.387 1.45
C 8.374 20.310 19.695 -1.10
O 8.342 21.738 19.916 -0.35
C 8.113 22.437 18.601 -0.65
H 11.292 19.523 23.975 0.21
H 12.563 20.763 24.304 0.27
H 13.055 19.037 24.219 -0.05
H 12.014 18.075 22.025 0.30
H 13.525 18.521 21.378 -0.81
H 11.825 18.250 19.785 -0.79
H 12.283 19.977 19.775 -0.28
H 9.541 18.805 18.858 -0.38
H 10.178 20.462 18.745 -0.48
H 7.934 19.847 20.578 0.38
H 7.684 20.061 18.890 0.44
H 8.093 23.498 18.901 0.25
H 7.205 22.137 18.098 0.35
H 8.938 22.318 17.885 0.23
C 17.998 24.527 25.749 -0.51
O 17.051 23.708 25.155 -0.41
C 16.630 24.123 23.826 -0.58
C 17.595 23.698 22.814 1.32
O 18.806 24.528 22.806 -0.39
C 19.938 23.956 22.165 -0.18
C 20.716 25.078 21.618 -1.23
O 20.080 25.571 20.488 0.25
C 20.752 26.675 19.899 -1.20
H 18.312 24.139 26.788 0.28
H 17.684 25.593 25.906 0.25
H 18.943 24.536 25.168 0.09
H 16.353 25.200 23.802 0.38
H 15.692 23.558 23.647 -0.09
H 17.147 23.545 21.830 -0.57
H 17.956 22.714 23.179 0.52
H 19.661 23.257 21.378 -0.17
H 20.501 23.322 22.857 0.37
H 21.703 24.704 21.362 0.43
H 20.790 25.831 22.378 0.59
H 20.793 27.435 20.615 0.35
H 20.184 26.936 19.046 0.32
H 21.759 26.416 19.524 0.28
C 15.723 17.110 14.785 1.47
O 16.377 17.158 13.519 -0.73
C 17.787 17.301 13.738 2.16
C 18.545 17.531 12.492 -0.92
O 18.518 16.341 11.749 -0.11
C 19.549 16.379 10.820 -0.50
C 19.710 15.071 10.122 -0.89
O 20.129 14.056 11.023 -0.09
C 20.286 12.800 10.469 -0.94
H 16.195 17.765 15.517 -0.06
H 15.811 16.106 15.244 -0.47
H 14.671 17.305 14.634 -0.51
H 18.120 16.382 14.199 -0.72
H 17.976 18.245 14.306 -0.42
H 19.618 17.741 12.663 -0.05
H 18.092 18.294 11.878 0.56
H 20.533 16.579 11.341 0.33
H 19.379 17.165 10.059 0.29
H 20.498 15.154 9.331 0.43
H 18.806 14.731 9.612 0.41
H 19.370 12.425 10.079 0.38
H 20.657 12.159 11.300 0.20
H 20.920 12.790 9.593 0.36
C 11.918 15.489 20.183 -1.34
O 11.490 15.950 18.902 0.92
C 10.093 15.818 18.770 -0.70
C 9.593 14.361 18.642 -1.18
O 9.869 13.766 17.378 -0.36
C 10.966 12.770 17.392 0.50
C 11.071 12.318 15.924 -1.01
O 11.760 13.296 15.184 -0.31
C 13.110 12.865 15.045 -0.30
H 12.924 15.852 20.299 -0.11
H 11.933 14.378 20.172 0.46
H 11.268 15.877 20.960 0.49
H 9.796 16.391 17.905 0.16
H 9.587 16.246 19.604 0.60
H 8.524 14.420 18.742 0.50
H 9.884 13.715 19.434 0.45
H 10.684 11.917 18.049 0.44
H 11.871 13.201 17.834 -0.32
H 10.045 12.282 15.515 0.35
H 11.492 11.319 15.737 0.46
H 13.188 12.257 14.150 0.40
H 13.421 12.317 15.944 0.38
H 13.831 13.725 14.967 -0.26
C 12.599 16.089 24.877 -0.95
O 13.359 16.089 23.615 -0.06
C 14.779 15.900 23.857 -1.05
C 15.545 16.700 22.798 0.54
O 15.564 18.062 23.217 -0.37
C 16.339 18.793 22.247 0.57
C 16.471 20.168 22.812 0.52
O 17.268 20.130 24.013 -0.42
C 16.645 20.254 25.277 -0.74
H 13.178 16.515 25.735 0.36
H 12.324 15.064 25.109 0.31
H 11.691 16.664 24.761 0.26
H 14.990 14.837 23.811 0.32
H 15.121 16.392 24.754 0.44
H 14.942 16.616 21.879 -0.23
H 16.573 16.410 22.627 -0.04
H 15.778 18.783 21.307 -0.44
H 17.373 18.455 22.206 0.56
H 15.506 20.726 22.925 0.35
H 17.092 20.803 22.100 -0.82
H 17.384 20.576 26.009 0.27
H 16.317 19.254 25.556 0.21
H 15.790 20.938 25.328 0.26
C 14.732 14.622 17.888 -0.33
O 15.478 14.342 16.690 0.54
C 16.245 13.231 16.862 0.20
C 16.991 12.937 15.581 -1.40
O 18.128 13.800 15.523 0.34
C 18.791 13.736 14.316 -1.23
C 20.106 14.394 14.552 0.40
O 20.862 13.590 15.454 -0.39
C 22.150 14.101 15.687 -0.78
H 13.996 15.380 17.725 -0.50
H 15.391 14.956 18.676 0.16
H 14.273 13.668 18.185 0.20
H 15.599 12.281 17.050 0.35
H 16.955 13.230 17.755 -0.35
H 16.250 13.129 14.805 0.37
H 17.249 11.887 15.595 0.47
H 18.278 14.049 13.403 0.27
H 19.055 12.638 14.199 0.80
H 20.015 15.362 15.075 -0.46
H 20.635 14.517 13.570 0.46
H 22.205 15.219 15.746 0.24
H 22.823 13.796 14.902 0.35
H 22.434 13.662 16.621 0.28
C 14.166 18.284 18.041 1.23
O 15.093 18.560 18.988 0.40
C 16.391 18.780 18.506 0.04
C 16.600 20.163 17.988 1.18
O 16.576 21.088 19.043 0.63
C 16.356 22.416 18.661 0.04
C 17.630 23.176 18.374 1.35
O 17.368 24.441 17.815 -0.61
C 16.859 25.385 18.708 0.69
H 13.264 17.884 18.472 -0.25
H 14.517 17.646 17.205 -0.65
H 13.897 19.177 17.434 -0.51
H 16.517 18.092 17.699 -0.28
H 17.063 18.683 19.347 -0.62
H 15.761 20.400 17.328 -0.06
H 17.529 20.157 17.407 -0.75
H 15.885 23.020 19.404 -0.56
H 15.718 22.465 17.775 0.13
H 18.351 22.754 17.687 -0.61
H 18.276 23.206 19.279 -0.79
H 17.500 25.432 19.657 -0.23
H 15.793 25.253 19.053 -0.37
H 16.832 26.395 18.261 0.27
C 10.740 16.315 14.816 -0.39
C 12.112 16.391 15.479 0.84
O 12.359 17.729 15.740 0.45
C 11.131 18.349 15.768 0.25
O 10.985 19.407 16.318 -0.48
O 10.211 17.598 15.116 -0.39
H 10.052 15.596 15.274 0.25
H 10.753 16.194 13.740 0.25
H 12.903 15.933 14.913 0.09
H 12.065 15.822 16.388 -0.68
```

Record 3
Here is 8 unconnected molecules or ions with the total composition CH18O8 in a non-equilibrium geometry from OMol25. Energies are from wB97M-V/def2-TZVPD.

Values from the calculation:
Net charge: -1
Frontier orbital gap (alpha / beta) in eV: 2.65 / 10.53
Spin multiplicity: 2
HOMO level (alpha / beta) in eV: 0.3 / -7.7
⟨S²⟩: 0.751
Energy above the lowest of the compared OMol25 structures with the same formula, charge and spin in kcal per mole: 0.00

The geometry in XYZ format:
```
27
Properties=species:S:1:pos:R:3:mulliken_charge:R:1
C -1.615 14.267 -24.465 -1.37
O -2.167 12.955 -24.292 -0.06
H -0.542 14.277 -24.654 0.35
H -2.004 14.888 -25.272 0.41
H -1.718 14.830 -23.537 0.31
H -3.119 13.065 -24.347 0.12
O -0.406 12.506 -26.871 -0.71
H -0.959 12.289 -26.121 0.17
H -0.324 11.685 -27.355 0.36
O -0.973 12.780 -21.368 -0.90
H -0.571 11.915 -21.450 0.40
H -1.309 12.973 -22.243 0.37
O 1.330 10.695 -24.619 -0.21
H 2.167 10.234 -24.674 0.25
H 1.569 11.605 -24.443 0.10
O -1.524 10.186 -23.654 -0.94
H -0.859 9.902 -24.282 0.24
H -1.642 11.118 -23.835 0.25
O -0.461 6.771 -23.406 -0.76
H -0.280 7.166 -24.258 0.38
H 0.392 6.470 -23.094 0.34
O -3.509 8.517 -22.436 -0.79
H -3.249 8.701 -21.533 0.35
H -2.865 8.981 -22.971 0.36
O -0.788 9.344 -20.673 -0.69
H 0.076 9.045 -20.391 0.34
H -0.807 9.169 -21.614 0.33
```

Listing energy for the structures above in their given order: -7108.8880, -6357.0220, -650.7773 Ha.